[1]
Below is a 2-piece molecular cluster, C11H18 overall in a non-equilibrium geometry, with properties calculated with ωB97M-V/def2-TZVPD.

Calculated values
E_tot, a.u.: -429.89957
Multiplicity: 1
E_LUMO, eV: 0.89
Frontier orbital gap, eV: 9.92
Energy relative to the best compared isomer or geometry (same formula, charge and spin), eV: 1.117

Each line ends with the Mulliken charge.
Positions of all 29 atoms, in Å:
1 C -0.64971 -3.85874 0.36259  -0.34
2 C -0.71046 -0.96288 -2.12447  -1.20
3 C -0.98182 -1.10335 0.43080  -0.31
4 C 1.71612 2.30429 -0.91039  -1.68
5 C -1.15165 -3.28199 1.49657  -0.54
6 C -0.83471 -1.75100 -0.83651  0.55
7 C 0.58935 1.93940 0.06234  2.57
8 C -0.39042 -3.04671 -0.76923  -0.51
9 C -0.32075 3.15488 0.35570  -1.54
10 C -1.18607 -1.87767 1.54811  -0.48
11 C 1.28687 1.51043 1.38865  -1.35
12 H 1.27964 0.42146 1.43114  0.32
13 H 0.05346 -3.61030 -1.58413  0.32
14 H -1.12680 -0.03866 0.39729  0.60
15 H 2.25938 1.99137 1.43447  0.38
16 H 2.11543 3.26901 -0.61514  0.40
17 H -1.44110 -3.78140 2.41265  0.36
18 H -1.12466 -1.32115 2.47335  0.34
19 H 0.20089 -1.30090 -2.61502  0.31
20 H -1.56893 -1.15548 -2.76810  0.30
21 H -1.23050 2.81485 0.83909  0.40
22 H 1.33072 2.37748 -1.93138  0.42
23 H -0.49686 3.63752 -0.61161  0.40
24 H -0.49777 -4.91543 0.18509  0.36
25 H 0.74034 1.86345 2.26615  0.37
26 H -0.01772 1.16473 -0.37515  -1.51
27 H 2.52204 1.57574 -0.92544  0.43
28 H 0.26592 3.87683 0.92073  0.36
29 H -0.63024 0.10421 -1.93814  0.29

---

[2]
Below is a 2-piece molecular cluster, C11H18 overall in a non-equilibrium geometry, with properties calculated with ωB97M-V/def2-TZVPD.

Calculated values
E_tot, a.u.: -429.76533
Multiplicity: 1
E_LUMO, eV: 0.94
Frontier orbital gap, eV: 10.06
Energy relative to the best compared isomer or geometry (same formula, charge and spin), eV: 4.770

Each line ends with the Mulliken charge.
Positions of all 29 atoms, in Å:
1 C 4.35722 -0.97173 0.16352  -0.40
2 C 2.00039 -1.12903 -0.32282  -0.41
3 C -0.33656 2.00311 -0.36099  -0.97
4 C -2.32659 0.40046 0.17802  -0.67
5 C 1.84323 0.24492 -0.20034  1.07
6 C -2.93331 -0.97653 0.33675  -0.43
7 C 4.20060 0.40044 0.35103  -0.57
8 C -0.73826 0.68582 0.27007  0.07
9 C 3.22768 -1.72183 -0.20661  -0.53
10 C -4.52784 -0.99935 0.02213  -0.95
11 C 2.94928 0.98879 0.14217  -0.23
12 H -5.06590 -2.03714 -0.40311  0.29
13 H 5.04874 0.96545 0.65332  0.40
14 H -2.44611 -1.49968 -0.55110  0.25
15 H 1.15244 -1.79942 -0.52443  0.27
16 H -0.36619 -0.14686 -0.32670  -0.01
17 H 0.76609 2.01669 -0.92515  0.34
18 H -2.50477 0.86148 -0.83890  0.22
19 H 0.83628 0.66816 -0.32260  -0.70
20 H -0.44165 0.50765 1.43789  0.28
21 H 3.28648 -2.82428 -0.25479  0.30
22 H -2.90515 0.89283 0.94378  0.32
23 H -0.13874 2.82848 0.56083  0.24
24 H -0.95504 2.23568 -1.29146  0.35
25 H -2.58812 -1.48338 1.27375  0.33
26 H 5.32415 -1.43557 0.29681  0.37
27 H 2.82765 2.08827 0.29261  0.27
28 H -5.03116 -0.31397 0.70914  0.31
29 H -4.51482 -0.44945 -1.10282  0.21

---

[3]
Below is a 2-piece molecular cluster, C11H18 overall in a non-equilibrium geometry, with properties calculated with ωB97M-V/def2-TZVPD.

Calculated values
E_tot, a.u.: -429.92032
Multiplicity: 1
E_LUMO, eV: 0.95
Frontier orbital gap, eV: 9.99
Energy relative to the best compared isomer or geometry (same formula, charge and spin), eV: 0.552

Each line ends with the Mulliken charge.
Positions of all 29 atoms, in Å:
1 C 1.94976 1.69706 0.20103  -0.46
2 C 0.23842 1.02468 1.75937  -0.34
3 C 1.53846 0.91594 1.27429  0.83
4 C -0.28023 2.58838 0.04098  -0.42
5 C -0.32937 -2.91622 -1.89976  -1.64
6 C -2.49693 -2.84975 -0.63869  -1.50
7 C -0.67623 1.86254 1.15929  -0.64
8 C 1.01269 2.49590 -0.44065  -0.39
9 C 2.43853 -0.13858 1.86634  -1.45
10 C -1.50998 -0.71174 -1.60550  -0.81
11 C -1.21071 -2.07916 -0.96414  1.21
12 H 0.68787 -2.53529 -1.81143  0.37
13 H 2.09668 -0.52022 2.82528  0.36
14 H -0.67621 -2.85091 -2.93460  0.37
15 H -0.20254 -3.95841 -1.58614  0.42
16 H -2.97827 -2.65289 0.33181  0.34
17 H 2.95466 1.64153 -0.19000  0.39
18 H -3.30657 -2.65882 -1.36331  0.33
19 H -0.90356 -0.52671 -2.49996  0.35
20 H -2.32507 -3.92821 -0.69815  0.35
21 H 3.48812 0.16677 1.98732  0.40
22 H -0.70951 -1.98474 -0.00045  0.07
23 H -0.93025 3.33033 -0.40876  0.35
24 H 1.29826 3.15709 -1.24468  0.41
25 H -1.72266 1.95314 1.42298  0.36
26 H 2.49990 -0.97179 1.16878  0.25
27 H -1.25283 0.12918 -0.95596  -0.18
28 H -2.56901 -0.70760 -1.85332  0.34
29 H 0.01275 0.50821 2.68155  0.32

---

[4]
Below is C11H18BF4NRhTe as an isolated structure in a non-equilibrium geometry, with properties calculated with ωB97M-V/def2-TZVPD.

Calculated values
E_tot, a.u.: -1287.52015
Multiplicity: 1
E_LUMO, eV: -5.41
Frontier orbital gap, eV: 7.01
Net charge: +1

Each line ends with the Mulliken charge.
Positions of all 37 atoms, in Å:
1 Te -2.31744 -1.20410 -0.24955  0.64
2 Rh 0.27912 -0.89687 -0.93070  -0.25
3 F -0.54244 -3.25465 -2.85972  -0.34
4 F 0.23649 -2.95268 -0.73175  -0.39
5 F 1.43660 -2.16983 -2.53111  -0.38
6 F 1.32707 -4.45824 -2.14125  -0.24
7 N 0.53251 1.11354 -1.31979  0.35
8 C -0.65729 1.98389 -1.26208  -1.34
9 C 1.94379 0.44771 3.25765  -0.62
10 C 1.44994 0.86274 0.94630  0.49
11 C 0.91809 -0.42196 0.85137  0.73
12 C 0.93704 -1.29590 1.92855  -0.26
13 C 1.95476 1.29859 2.16441  -0.80
14 C 1.46398 -0.84802 3.13381  -0.63
15 C 1.54243 1.64385 -0.33374  -0.65
16 C 1.09769 1.18560 -2.69406  -0.99
17 C -2.27387 -1.08505 1.86762  -1.09
18 C -3.52282 0.52678 -0.47085  -1.17
19 B 0.63659 -3.32285 -2.17243  0.54
20 H -1.41960 1.61148 -1.94235  0.36
21 H -3.63566 0.74578 -1.52903  0.39
22 H -1.02788 1.99514 -0.24078  0.40
23 H 2.37336 2.29378 2.25445  0.46
24 H -3.29325 -1.18496 2.23251  0.46
25 H 0.35739 0.82134 -3.40524  0.30
26 H 0.59267 -2.31636 1.82162  0.71
27 H 1.35770 2.21852 -2.93302  0.42
28 H 1.49984 -1.51808 3.98290  0.44
29 H -4.49359 0.26863 -0.05184  0.40
30 H -1.66447 -1.90553 2.22549  0.34
31 H -3.10224 1.36852 0.06478  0.39
32 H 2.33587 0.78901 4.20582  0.41
33 H 1.38059 2.71402 -0.19469  0.41
34 H -1.83660 -0.13337 2.15591  0.34
35 H -0.38078 2.99855 -1.55406  0.31
36 H 1.98843 0.56095 -2.75510  0.40
37 H 2.52601 1.51997 -0.79005  0.44

---

[5]
Below is a 5-piece molecular cluster, C11H18Br2FN3O6 overall in a non-equilibrium geometry, with properties calculated with ωB97M-V/def2-TZVPD.

Calculated values
E_tot, a.u.: -6293.22427
Multiplicity: 1
E_LUMO, eV: -0.28
Frontier orbital gap, eV: 9.28
Energy relative to the best compared isomer or geometry (same formula, charge and spin), eV: 0.528

Each line ends with the Mulliken charge.
Positions of all 41 atoms, in Å:
1 Br -1.78029 -0.83541 0.30616  -0.12
2 Br 1.21709 -1.87285 1.45668  -0.13
3 F -0.38827 1.31778 -2.57072  -0.35
4 O -2.48961 3.06546 2.51773  -0.49
5 O -2.27368 4.50317 0.89496  -0.49
6 O -2.62482 -4.43800 -1.96878  -0.52
7 O 4.00820 2.57606 2.62312  -0.52
8 O -1.38355 -6.29387 -1.78046  -0.55
9 O 3.69918 3.25943 4.63184  -0.54
10 N -2.50172 4.21687 2.06926  0.81
11 N -1.68177 -5.10313 -1.56294  0.90
12 N 3.48094 2.48795 3.69162  0.88
13 C -0.60884 -2.12784 -3.60507  -0.14
14 C -0.40864 0.54017 0.55205  -0.50
15 C 1.37191 -0.21940 -3.23835  -0.92
16 C 2.48868 1.40358 3.90624  -0.36
17 C -2.70215 5.41338 2.96386  -0.71
18 C 1.67881 -1.53755 -3.56410  0.04
19 C -1.03306 -0.81583 -3.30502  -0.58
20 C -0.71107 -4.43950 -0.74044  -0.34
21 C 0.70892 -2.48323 -3.80169  -0.86
22 C 0.95594 -0.23169 0.37254  -0.23
23 C -0.01202 0.10600 -3.09588  0.63
24 H 1.08393 -0.62883 -0.63444  -0.07
25 H 2.69493 -1.90031 -3.61203  0.39
26 H -1.82339 6.04991 2.86033  0.30
27 H -2.06088 -0.48629 -3.26782  0.47
28 H -0.46423 -5.14728 0.05090  0.31
29 H 1.02629 -3.48043 -4.06866  0.46
30 H -2.64370 5.09290 4.00404  0.31
31 H -1.39354 -2.83020 -3.84455  0.43
32 H -0.62808 1.31099 -0.18673  0.33
33 H 1.98820 1.08665 2.99126  -0.06
34 H 0.15736 -4.18039 -1.34607  0.20
35 H -1.18992 -3.55143 -0.32795  -0.02
36 H 3.01255 0.63461 4.47399  0.29
37 H 1.79534 0.42641 0.59709  0.38
38 H -0.63503 0.93906 1.54085  0.37
39 H 1.64819 1.71425 4.52685  0.31
40 H -3.66902 5.87292 2.75867  0.28
41 H 2.09071 0.58610 -3.26849  0.42

---

[6]
Below is C11H18ClInN2O8PS3 as an isolated structure in a non-equilibrium geometry, with properties calculated with ωB97M-V/def2-TZVPD.

Calculated values
E_tot, a.u.: -3325.78726
Multiplicity: 1
E_LUMO, eV: -15.93
Frontier orbital gap, eV: 2.10
Net charge: +3

Each line ends with the Mulliken charge.
Positions of all 45 atoms, in Å:
1 In 0.48538 4.59204 -0.10129  0.71
2 Cl -2.83817 0.26426 -0.55442  0.01
3 S 1.94215 -1.24425 -3.83520  0.36
4 S -0.70771 -2.80941 -1.97482  1.29
5 S 0.64864 3.48753 3.43750  1.20
6 P -2.56558 -1.36166 2.38446  0.35
7 O 2.20644 3.31098 3.62437  -0.55
8 O -1.16024 -2.93622 -3.48201  -0.53
9 O -1.81613 -3.68257 -1.05887  -0.23
10 O -0.22194 2.72771 4.69089  -0.40
11 O -1.83733 -1.75692 3.73067  -0.57
12 O 3.36717 -1.69985 -1.26612  -0.08
13 O 0.43860 5.05195 3.40155  -0.56
14 O 0.65766 -3.59880 -1.89085  -0.46
15 N 4.31106 0.22423 -2.64119  -0.04
16 N 5.01310 0.09883 -1.45102  -0.08
17 C 0.25793 2.87443 1.71274  -0.65
18 C 0.80298 0.22398 -3.67438  -0.53
19 C -0.75108 1.53991 1.68742  -0.74
20 C -0.54131 0.00270 -2.77333  -0.54
21 C -1.16754 -0.51601 -0.13322  0.08
22 C 3.27716 -0.91438 -2.50736  0.39
23 C -2.47797 -2.92081 -0.00293  -0.65
24 C 4.50192 -1.03583 -0.56910  0.22
25 C -0.37251 -1.04741 -1.50713  0.20
26 C -1.54513 -1.83621 0.79342  -0.40
27 C -0.12428 0.52918 0.57554  -0.82
28 H 0.55127 0.60629 -4.77671  0.49
29 H -1.81516 1.96622 1.46112  0.36
30 H -0.57374 -2.40024 1.14279  0.45
31 H -1.15920 2.62585 4.35065  0.38
32 H 1.29412 2.64491 1.16718  0.40
33 H -3.47703 -2.49107 -0.44922  0.37
34 H 0.70057 -0.14276 1.11693  0.27
35 H -1.41340 -0.32958 -3.51524  0.49
36 H -0.29184 3.72832 1.12636  0.28
37 H 1.41894 1.10609 -3.16235  0.29
38 H -3.00728 0.03781 2.34348  0.15
39 H -0.86705 1.09203 -2.40747  0.33
40 H -3.81462 -2.13614 2.36424  0.21
41 H -0.63222 1.03806 2.73998  0.73
42 H 0.78235 -0.98524 -1.20780  -0.28
43 H -2.82203 -3.71774 0.81753  0.37
44 H 4.85486 -1.37643 0.49605  0.40
45 H 0.48820 1.16624 -0.22282  0.29